[1]
DFT (the ωB97M-V functional and the def2-TZVPD basis) results for a molecular structure, C27H27KN5O5STe.

The value obtained for the electronic energy is -2961.379162 Eh. The HOMO energy is -0.108 Ha. The value obtained for the energy above the lowest of the compared OMol25 structures with the same formula, charge and spin is 89.5 kJ/mol. As for the charge: -1. Its lowest unoccupied orbital energy is 2.0 eV.

Geometry as XYZ:
```
67
Properties=species:S:1:pos:R:3:nbo_charge:R:1
K 0.67044 -0.12403 -0.81714 0.896
O 2.70368 -0.51218 -4.49616 -0.678
C 2.74428 -0.16745 -3.19932 0.782
O 2.02504 0.67523 -2.72817 -0.608
C 3.73530 -1.00675 -2.41817 -0.196
O 4.16363 -0.30664 -1.27672 -0.537
C 4.25430 -1.06524 -0.05885 -0.169
C 2.84189 -1.35381 0.48914 0.730
O 2.38321 -0.59013 1.37588 -0.783
O 2.20279 -2.24048 -0.10876 -0.757
H 1.98496 0.00399 -4.89509 0.503
H 4.57848 -1.25237 -3.07150 0.194
H 3.21610 -1.93380 -2.14592 0.253
H 4.81990 -0.42759 0.61874 0.191
H 4.80028 -1.99747 -0.23158 0.175
N -0.65012 -3.39579 0.66785 -0.568
C -0.70605 -2.28528 1.50986 0.411
C -0.56543 -2.53824 2.88448 -0.284
C -0.65163 -1.47594 3.74987 -0.152
C -0.88154 -0.19980 3.24956 -0.290
C -1.00241 -0.05603 1.88303 0.066
N -0.91884 -1.07713 1.02602 -0.480
C -0.47457 -3.55024 -0.69755 0.426
C -0.33404 -4.87448 -1.15824 -0.286
C -0.14922 -5.08669 -2.50166 -0.158
C -0.12029 -4.00103 -3.37230 -0.310
C -0.28475 -2.74443 -2.82721 0.065
N -0.45405 -2.51632 -1.52252 -0.473
H -0.51552 -4.25277 1.17483 0.384
H -0.37914 -3.54213 3.24525 0.200
H -0.53423 -1.63586 4.81502 0.207
H -0.95066 0.66057 3.89880 0.223
H -1.20001 0.91482 1.43698 0.207
H -0.36964 -5.70445 -0.46378 0.200
H -0.03494 -6.09723 -2.87533 0.207
H 0.00731 -4.12314 -4.43848 0.214
H -0.32183 -1.86366 -3.46181 0.202
Te -3.10981 0.16090 -1.79683 -0.512
C -4.41567 1.53006 -2.73696 -0.213
C -5.35174 1.08860 -3.67825 -0.260
C -6.21943 1.97013 -4.30662 -0.223
C -6.18003 3.32798 -4.01557 -0.271
C -5.25862 3.78315 -3.08210 -0.210
C -4.39364 2.89833 -2.45388 -0.264
H -5.39452 0.03314 -3.91847 0.208
H -6.93130 1.58911 -5.03155 0.191
H -6.85436 4.01872 -4.50802 0.192
H -5.20746 4.83900 -2.83751 0.192
H -3.68071 3.27352 -1.72949 0.209
N 3.07206 2.02675 0.77345 -0.836
C 2.15570 3.01449 0.75073 0.300
S 1.99733 4.08410 -0.52989 -0.303
N 1.29965 3.15610 1.80806 -0.619
C 1.26172 2.65918 3.12103 0.242
C 0.30452 3.25745 3.95293 -0.261
C 0.14602 2.85391 5.26415 -0.207
C 0.93750 1.83478 5.78013 -0.259
C 1.88811 1.25114 4.96166 -0.174
C 2.06612 1.65039 3.64292 -0.271
H 3.55207 1.94613 -0.11317 0.414
H 2.82353 1.10445 1.16613 0.433
H 0.65825 3.91389 1.63139 0.416
H -0.32509 4.04340 3.55175 0.208
H -0.60712 3.33422 5.87604 0.212
H 0.81227 1.50396 6.80290 0.209
H 2.51112 0.45029 5.34041 0.210
H 2.81084 1.14666 3.05559 0.243
```


[2]
DFT (the ωB97M-V functional and the def2-TZVPD basis) results for C27H27N3O3S in the gas phase.

The value obtained for the electronic energy is -1833.286298 Eh. The HOMO energy is -0.328 Ha. The value obtained for the energy above the lowest of the compared OMol25 structures with the same formula, charge and spin is 84.9 kJ/mol. Its SMILES is O=C(NCCN1CCOCC1)c1ccc2c(c1)N(Cc1ccccc1)C(=O)c1ccccc1S2. Its lowest unoccupied orbital energy is 0.4 eV.

Geometry as XYZ:
```
61
Properties=species:S:1:pos:R:3:nbo_charge:R:1
O 0.78466 1.50952 -1.84025 -0.620
C 1.11192 0.47561 -1.28966 0.665
N 2.38627 0.02303 -1.27120 -0.619
H 2.65642 -0.73094 -0.65743 0.411
C 3.49397 0.80342 -1.76589 -0.233
H 3.09304 1.74440 -2.14842 0.245
C 4.48701 1.06190 -0.62906 -0.219
N 4.84894 -0.19249 0.01448 -0.464
C 5.29208 -0.02103 1.38898 -0.247
C 5.51705 -1.39941 2.01210 -0.073
O 6.47523 -2.13869 1.29422 -0.519
C 6.07821 -2.28839 -0.04722 -0.072
C 5.86194 -0.93318 -0.72142 -0.256
H 5.52431 -1.09091 -1.74648 0.205
H 6.81949 -0.38371 -0.74436 0.173
H 6.87589 -2.84303 -0.54370 0.197
H 5.14395 -2.86942 -0.09661 0.161
H 5.90031 -1.30473 3.02915 0.197
H 4.56121 -1.94588 2.03108 0.163
H 4.51855 0.50785 1.94987 0.206
H 6.23048 0.55711 1.44385 0.171
H 3.99864 1.69266 0.11753 0.204
H 5.36536 1.60255 -1.01532 0.180
H 3.97845 0.26767 -2.58899 0.187
C 0.11905 -0.40269 -0.59605 -0.124
C -1.04237 0.20396 -0.13606 -0.203
C -2.03005 -0.52014 0.52201 0.218
C -1.83810 -1.89355 0.68486 -0.186
C -0.69122 -2.50864 0.20795 -0.212
C 0.29377 -1.77215 -0.42062 -0.189
H 1.17062 -2.27539 -0.79850 0.215
H -0.57887 -3.57289 0.34710 0.228
S -3.07535 -2.89978 1.48277 0.274
C -4.30018 -2.61338 0.21706 -0.156
C -4.75452 -3.67994 -0.54046 -0.222
C -5.67687 -3.46051 -1.54758 -0.190
C -6.14139 -2.17849 -1.79438 -0.212
C -5.70107 -1.12127 -1.01997 -0.170
C -4.76746 -1.32465 -0.00906 -0.082
C -4.44469 -0.17580 0.88692 0.669
O -5.34367 0.46713 1.39508 -0.609
N -3.13481 0.14999 1.07598 -0.461
C -2.84243 1.31220 1.91220 -0.243
C -2.61021 2.58362 1.13708 -0.064
C -3.55041 3.02507 0.21381 -0.206
C -3.33596 4.19066 -0.49899 -0.199
C -2.18519 4.93217 -0.29146 -0.211
C -1.24997 4.50501 0.63500 -0.219
C -1.46052 3.33558 1.34370 -0.161
H -0.72443 3.00069 2.06165 0.199
H -0.35151 5.08020 0.80288 0.212
H -2.01804 5.84135 -0.84940 0.213
H -4.07113 4.52293 -1.21701 0.213
H -4.45460 2.45557 0.06232 0.225
H -3.71758 1.44119 2.55861 0.259
H -1.97031 1.07783 2.52882 0.207
H -6.08293 -0.12425 -1.17969 0.226
H -6.85986 -2.00511 -2.58100 0.219
H -6.03274 -4.29129 -2.13806 0.218
H -4.38525 -4.67211 -0.33084 0.226
H -1.16318 1.26303 -0.30191 0.258
```


[3]
DFT (the ωB97M-V functional and the def2-TZVPD basis) results for a molecular structure, C27H27N7RuS.

The value obtained for the electronic energy is -1920.523491 Eh. The HOMO energy (alpha / beta) is -0.622 / -0.627 Ha. As for the multiplicity: 6. As for the charge: +3. Its lowest unoccupied orbital energy (alpha / beta) is -8.4 / -10.7 eV.

Geometry as XYZ:
```
63
Properties=species:S:1:pos:R:3:nbo_charge:R:1
Ru -0.17259 0.45502 0.25929 1.619
C -0.42517 -2.56509 0.80068 -0.285
N 0.44218 -1.75836 -0.11897 -0.432
C 1.87330 -1.93558 0.21618 -0.267
C 2.13577 -1.36145 1.58039 0.199
C 3.11788 -1.84582 2.42584 -0.223
C 3.25270 -1.27704 3.68386 -0.088
C 2.38634 -0.25765 4.05753 -0.226
C 1.44084 0.17513 3.15091 0.068
N 1.31973 -0.35820 1.92654 -0.542
C 0.21401 -2.15242 -1.52647 -0.269
C -1.14097 -1.68671 -1.96140 0.197
C -1.96374 -2.42009 -2.79916 -0.226
C -3.19369 -1.88884 -3.16253 -0.100
C -3.55602 -0.64268 -2.67280 -0.229
C -2.67531 0.02399 -1.84201 0.061
N -1.49010 -0.48539 -1.49139 -0.516
C -1.63257 -1.87866 1.41639 0.228
C -2.57721 -2.66408 2.05974 -0.220
C -3.66906 -2.06442 2.66711 -0.081
C -3.79945 -0.68200 2.61031 -0.222
C -2.82867 0.03903 1.95112 0.064
N -1.76453 -0.54179 1.37280 -0.565
H -0.77745 -3.44443 0.25693 0.248
H 0.19366 -2.93583 1.62044 0.255
H 2.14753 -2.99444 0.17527 0.236
H 2.45859 -1.41747 -0.54851 0.240
H 3.75505 -2.66061 2.10934 0.256
H 4.00949 -1.63345 4.36968 0.262
H 2.44153 0.19432 5.03750 0.263
H 0.75270 0.97071 3.40495 0.216
H 0.97243 -1.64851 -2.12570 0.249
H 0.33090 -3.23336 -1.64113 0.229
H -1.64723 -3.39021 -3.15753 0.252
H -3.85962 -2.44169 -3.81143 0.260
H -4.50383 -0.18928 -2.92495 0.262
H -2.91800 1.00570 -1.45164 0.220
H -2.45311 -3.73886 2.08243 0.255
H -4.41030 -2.66796 3.17373 0.265
H -4.63588 -0.17030 3.06347 0.268
H -2.89670 1.11833 1.87422 0.215
S -0.19344 2.35200 -1.54981 -0.143
C 0.48969 1.74735 -2.99149 0.291
N 0.47509 2.59665 -4.06382 -0.483
C 1.00236 2.28447 -5.26111 0.151
C 1.58040 1.05202 -5.41956 -0.296
C 1.57136 0.22120 -4.29900 0.161
N 1.04589 0.54670 -3.12406 -0.508
H 0.04722 3.50764 -3.93326 0.458
H 0.93258 3.04398 -6.02828 0.268
H 2.01918 0.74720 -6.35634 0.283
H 2.02343 -0.76327 -4.36340 0.227
C 1.81522 4.53758 2.49694 -0.103
C 0.46386 4.25163 2.62569 -0.223
C -0.04669 3.15331 1.95766 0.040
N 0.70861 2.35572 1.19434 -0.551
C 2.01019 2.64104 1.06403 0.043
C 2.60006 3.71559 1.69678 -0.210
H 2.25181 5.38775 3.00338 0.261
H -0.19068 4.86606 3.22680 0.263
H -1.10365 2.91453 2.03022 0.204
H 2.58937 1.98548 0.42286 0.212
H 3.65469 3.90581 1.56039 0.259
```


Q: Look up the electronic energy of the second one.
A: -1833.286298 Eh


Q: Which formula does entry 3 have?
A: C27H27N7RuS


Q: Look up the electronic energy of the second one.
A: -1833.286298 Eh